1.
{"formula": "C4H5N3O", "method": "the ωB97M-V functional and the def2-TZVPD basis", "elements": ["O", "N", "N", "N", "C", "C", "C", "C", "H", "H", "H", "H", "H"], "positions_angstrom": [[2.556236, 0.813212, -0.391425], [-0.257643, 0.796176, 0.271121], [-0.924558, -1.325262, -0.223095], [2.590057, -0.503151, 0.070865], [0.126512, -0.524142, 0.052187], [-1.673691, 0.883468, 0.068940], [1.481970, -1.085563, 0.197031], [-2.030207, -0.419696, -0.249616], [1.640233, 0.841170, -0.692590], [-2.987108, -0.745237, -0.437487], [1.320038, -2.039169, 0.536593], [0.407552, 1.499623, 0.782530], [-2.249396, 1.808577, 0.014952]], "atomic_forces_ev_per_a": [[-0.6, -1.0, 0.3], [0.6, 1.1, 0.7], [-0.1, 3.1, 0.1], [1.5, -0.3, 0.1], [-2.2, 0.2, -0.1], [1.6, -1.8, -0.3], [-1.6, 2.5, -0.2], [3.3, 0.8, 0.9], [-0.1, 1.1, -0.7], [-1.8, -0.8, -0.5], [0.9, -2.6, 0.6], [-2.0, -1.7, -1.5], [0.5, -0.4, 0.3]], "e_above_lowest_kcal_mol": 80.9, "orbital_gap_ha": 0.3561, "e_homo_ha": -0.3390, "smiles": "O/N=C\\c1ncc[nH]1"}

---

2.
{"formula": "C52H41Br2Cl3HgIN2OP2Si", "method": "the ωB97M-V functional and the def2-TZVPD basis", "elements": ["Hg", "I", "Br", "Br", "Cl", "Cl", "Cl", "P", "P", "Si", "O", "N", "N", "C", "C", "C", "C", "C", "C", "C", "C", "C", "C", "C", "C", "C", "C", "C", "C", "C", "C", "C", "C", "C", "C", "C", "C", "C", "C", "C", "C", "C", "C", "C", "C", "C", "C", "C", "C", "C", "C", "C", "C", "C", "C", "C", "C", "C", "C", "C", "C", "C", "C", "C", "C", "H", "H", "H", "H", "H", "H", "H", "H", "H", "H", "H", "H", "H", "H", "H", "H", "H", "H", "H", "H", "H", "H", "H", "H", "H", "H", "H", "H", "H", "H", "H", "H", "H", "H", "H", "H", "H", "H", "H", "H", "H"], "positions_angstrom": [[-1.058571, -1.562299, 0.168226], [-0.250173, -1.776749, 3.055497], [-1.465803, -0.929737, -5.464417], [-6.141903, -4.081332, -5.225025], [1.612021, -5.048041, -0.656181], [-0.851945, -4.614398, -2.604035], [-1.388466, -5.501422, 0.491827], [0.422754, 1.712265, -0.339186], [2.442347, -0.988765, 0.125046], [-0.295418, -4.043119, -0.630679], [-1.443718, -1.442528, -2.466677], [3.205468, 1.760243, 0.321465], [-3.347603, -2.751661, -0.894310], [-1.361730, 3.272184, 1.266065], [2.234919, -2.668501, -3.564676], [4.073547, -0.882713, 2.414416], [-2.624286, -0.024821, 2.753734], [2.137650, 2.488268, -0.367445], [-0.760150, 4.848460, -2.802122], [-1.173784, 4.157176, -3.936406], [4.544267, 4.250807, 2.707399], [3.437555, -3.344565, -3.721311], [-4.221089, -3.373579, -0.141591], [-3.158832, 0.324536, 3.947974], [2.909945, -1.982462, -1.343623], [-0.251666, 2.755363, -1.699567], [4.670328, -2.770397, 3.782013], [4.112636, 2.480845, 1.097759], [-4.254212, 1.229698, 3.962199], [-0.300918, 4.150912, -1.693266], [-1.111195, 3.474260, 3.654306], [-2.961792, 0.660023, -0.886325], [4.694237, -1.404007, 3.543226], [-4.690419, -3.239862, -4.304345], [4.371101, -3.350392, -2.690153], [-0.664644, 2.073467, -2.846952], [0.015073, 2.663907, 3.600247], [-2.473134, 0.079706, 0.253241], [-4.009981, 1.616889, -0.853940], [-2.710605, -1.901990, -4.393856], [-1.804890, 3.764791, 2.487158], [5.898866, 3.938802, 2.745946], [3.665797, 3.541364, 1.905989], [-3.484178, -2.707771, -2.247464], [4.108881, -2.673450, -1.506603], [-4.024283, -3.304576, 1.348749], [3.385707, -3.081146, 1.766291], [6.352468, 2.897597, 1.950184], [-5.308692, -4.064572, -0.717887], [-3.058659, 0.465624, 1.502223], [-4.144685, 1.392127, 1.540610], [-2.451607, -1.969360, -3.008769], [1.972708, -1.990315, -2.381026], [3.424635, -1.714129, 1.500004], [3.561264, 0.482463, -0.284321], [0.453992, 2.166484, 2.381423], [-4.731162, 1.743382, 2.789390], [-5.474572, -4.050127, -2.069897], [-4.570824, -3.343290, -2.894234], [-1.125177, 2.770848, -3.959097], [5.484090, 2.183143, 1.134078], [4.011757, -3.605690, 2.888483], [-0.209944, 2.491089, 1.194814], [-4.599577, 1.966623, 0.325922], [-3.785756, -2.526405, -5.032597], [5.887440, 1.393261, 0.518034], [4.089448, 0.189314, 2.264351], [-1.456032, 2.218738, -4.830982], [3.963809, -4.673100, 3.071352], [2.394287, 2.563706, -1.433262], [-0.799912, 5.931519, -2.780669], [-2.717256, 4.348087, 2.527775], [-4.708301, 1.514232, 4.906599], [-1.471113, 3.845543, 4.607112], [3.550531, 0.579829, -1.374952], [-6.304994, -4.571469, -2.527284], [1.481523, -2.688783, -4.343540], [-2.761626, -0.076848, 4.875619], [-0.648947, 0.985124, -2.863013], [-5.568846, 2.435481, 2.789716], [4.558539, 0.178342, 0.012996], [-1.533612, 4.702181, -4.801325], [2.083120, 3.498112, 0.026241], [3.640173, -3.884217, -4.639309], [-1.940498, 3.465490, 0.369880], [-5.418076, 2.680592, 0.355337], [-2.551973, 0.375047, -1.845451], [4.828970, -2.705131, -0.697027], [6.578919, 4.488024, 3.384768], [-3.175493, -3.921171, 1.647384], [-4.911886, -3.652425, 1.881000], [4.152765, 5.047913, 3.329262], [7.403851, 2.633620, 1.949218], [-6.005279, -4.594701, -0.079240], [5.145169, -3.179749, 4.666313], [5.297023, -3.904861, -2.798978], [0.010970, 4.696463, -0.809071], [-3.891666, -2.445620, -6.105486], [-4.349181, 2.058748, -1.784700], [-3.803453, -2.281069, 1.656418], [2.612366, 3.784295, 1.938215], [5.180830, -0.734528, 4.242827], [0.537099, 2.388773, 4.509528], [1.299013, 1.484991, 2.357043], [2.862017, -3.746770, 1.094576], [1.002279, -1.516210, -2.245211]], "atomic_forces_ev_per_a": [[-0.1, -0.5, -0.2], [0.2, -0.1, 0.3], [0.0, -0.1, 0.0], [0.0, 0.0, 0.0], [-0.2, 0.2, 0.2], [0.0, 0.0, 0.1], [0.1, 0.1, -0.1], [0.0, 0.1, -0.1], [0.2, 0.0, 0.2], [-0.1, 0.0, 0.0], [-0.1, -0.1, -0.2], [-0.2, -0.1, 0.1], [0.1, 0.0, -0.6], [0.0, 0.0, 0.0], [0.1, 0.0, 0.0], [0.0, 0.0, 0.0], [0.0, 0.0, -0.1], [0.2, -0.1, 0.0], [0.0, -0.1, 0.0], [0.0, 0.0, 0.0], [0.0, 0.0, 0.0], [0.0, 0.1, 0.1], [0.0, 0.1, 0.1], [-0.1, 0.1, 0.0], [0.0, 0.1, -0.1], [0.0, 0.0, 0.0], [0.0, 0.0, 0.0], [0.0, 0.0, -0.1], [0.1, -0.1, 0.0], [0.0, 0.0, 0.0], [0.0, 0.0, 0.0], [-0.2, 0.2, -0.1], [-0.1, 0.0, 0.0], [-0.1, 0.0, 0.1], [-0.1, 0.0, 0.0], [0.0, 0.0, 0.0], [0.0, 0.0, -0.1], [0.1, -0.1, 0.4], [0.1, -0.1, 0.0], [-0.1, -0.1, 0.0], [0.0, 0.0, 0.0], [0.0, 0.0, 0.0], [0.1, 0.0, 0.1], [0.0, 0.0, 0.2], [0.0, 0.0, -0.1], [-0.1, 0.0, -0.1], [0.1, -0.1, 0.0], [-0.1, 0.0, 0.0], [0.0, 0.0, 0.1], [0.0, 0.0, 0.1], [0.0, 0.1, 0.1], [0.0, 0.1, 0.0], [0.0, -0.1, 0.1], [0.0, 0.1, 0.0], [-0.1, 0.2, -0.1], [0.0, 0.0, 0.0], [0.0, 0.0, -0.1], [0.0, 0.0, -0.1], [0.0, 0.0, 0.0], [0.0, 0.0, 0.1], [0.0, 0.1, 0.1], [0.0, 0.1, 0.0], [0.0, 0.0, 0.0], [0.0, -0.1, 0.1], [0.2, 0.1, 0.0], [0.0, 0.0, 0.0], [0.0, 0.0, 0.0], [0.0, 0.0, 0.0], [0.0, 0.0, 0.0], [0.0, 0.0, -0.1], [0.0, 0.0, 0.0], [0.0, 0.0, 0.0], [0.0, 0.0, 0.0], [0.0, 0.0, 0.0], [0.0, 0.0, -0.1], [0.0, 0.0, 0.0], [0.0, 0.0, 0.0], [0.0, 0.0, 0.0], [0.0, 0.1, 0.0], [0.0, 0.0, 0.0], [0.1, 0.0, -0.1], [0.0, 0.0, 0.0], [0.0, 0.1, -0.1], [0.0, 0.0, 0.0], [0.0, 0.0, 0.0], [0.0, 0.0, 0.0], [0.0, 0.0, 0.0], [0.0, 0.0, 0.0], [0.0, 0.0, 0.0], [0.0, 0.0, 0.0], [0.0, 0.0, 0.0], [0.0, 0.0, 0.0], [0.0, 0.0, 0.0], [0.0, 0.0, 0.0], [0.0, 0.0, 0.0], [0.0, 0.0, 0.0], [0.0, 0.0, 0.0], [0.0, 0.0, 0.0], [0.0, 0.0, 0.0], [0.0, 0.0, 0.0], [0.0, 0.0, 0.0], [0.0, 0.0, 0.0], [0.0, 0.0, 0.0], [0.0, 0.0, 0.0], [0.0, 0.0, 0.0], [0.1, 0.0, -0.1]], "e_above_lowest_kcal_mol": 0.0, "orbital_gap_ha": [0.2072, 0.2290], "spin_multiplicity": 2, "e_homo_ha": [-0.0653, -0.0871], "s2": 0.7629, "charge": -2}

---

3.
{"formula": "C2H4ClO2S", "method": "the ωB97M-V functional and the def2-TZVPD basis", "elements": ["Cl", "S", "O", "O", "C", "C", "H", "H", "H", "H"], "positions_angstrom": [[-0.256078, -3.214179, 2.346578], [1.299948, -2.099522, 0.915758], [2.201348, -0.653850, 0.577929], [1.072040, -2.665764, -0.428507], [-0.010837, -0.135790, -0.315312], [0.826513, -0.387836, 0.903362], [-0.106959, 1.071650, -0.530703], [-1.081489, -0.506559, -0.148110], [0.353582, -0.576312, -1.248863], [0.627947, 0.174091, 1.717102]], "atomic_forces_ev_per_a": [[-1.3, -0.6, 0.6], [1.7, -0.2, -0.4], [0.1, 1.2, 0.2], [-0.5, -0.1, 0.5], [-2.3, 3.2, -0.7], [1.0, -2.7, -4.2], [0.2, -2.8, 0.6], [1.4, 0.5, -0.2], [0.1, 0.0, 0.6], [-0.6, 1.5, 2.9]], "e_above_lowest_kcal_mol": 13.9, "orbital_gap_ha": 0.2998, "e_homo_ha": -0.1506, "charge": -1}

---

4.
{"formula": "C5H32N2O10", "method": "the ωB97M-V functional and the def2-TZVPD basis", "elements": ["O", "O", "O", "O", "O", "O", "O", "O", "O", "O", "N", "N", "C", "C", "C", "C", "C", "H", "H", "H", "H", "H", "H", "H", "H", "H", "H", "H", "H", "H", "H", "H", "H", "H", "H", "H", "H", "H", "H", "H", "H", "H", "H", "H", "H", "H", "H", "H", "H"], "positions_angstrom": [[1.684878, -1.997106, 2.687917], [-1.161628, 2.428022, -0.021722], [2.960257, 2.912386, 0.081442], [-2.465194, -0.619905, -2.746834], [-1.043769, 1.584427, -3.347684], [-0.561465, -2.484779, -2.454233], [-1.741036, -2.880960, 1.589252], [0.867384, 2.549827, 1.722369], [-3.196290, 0.764317, -0.537718], [1.935274, 0.605877, 3.240753], [0.644627, -1.433489, 0.144829], [1.250074, -0.076506, -2.597217], [-0.815229, -0.334639, 1.836467], [1.626461, -0.374920, -0.114761], [-0.735678, -0.961541, 0.427173], [1.330329, 0.575814, -1.283542], [-1.687454, -2.167949, 0.377214], [2.202723, 2.764063, 0.632009], [-0.280671, 0.641757, 1.888742], [-1.089073, -0.188548, -0.323449], [-0.416017, 2.414881, 0.589118], [-0.116646, 1.201403, -3.404780], [1.188604, 1.809110, 2.242713], [2.537979, -2.444529, 2.657874], [-0.869703, -3.090315, 1.857308], [-1.944263, 0.116066, -3.141592], [-1.069079, 2.013375, -2.459677], [-1.488710, -2.819421, -0.472673], [-2.747805, -1.913820, 0.259352], [-0.456083, -1.059278, 2.594624], [2.622575, -0.932588, -0.261893], [1.883778, -0.388269, 2.991630], [-3.660318, 0.478735, 0.250337], [1.697711, 0.289852, 0.866387], [0.678029, -0.935684, -2.558943], [0.602051, -2.035777, -0.653006], [0.725453, 3.266869, 2.313491], [-2.438741, 1.298418, -0.245943], [-1.301613, -1.850900, -2.535395], [2.199579, -0.360811, -2.918809], [2.092114, 1.331835, -1.362280], [-2.857518, -0.307485, -1.919208], [-1.333855, 3.398733, -0.157155], [3.703239, 2.689871, 0.567636], [0.386245, 1.129582, -1.125720], [-0.597206, -3.004546, -3.315896], [1.805208, 0.569489, 4.204224], [1.312255, -1.990693, 1.803861], [-1.861784, -0.180252, 2.133406]], "atomic_forces_ev_per_a": [[0.7, -0.1, 1.5], [-0.7, 1.9, -0.8], [-1.0, 1.0, -2.4], [0.3, -0.8, -0.6], [1.2, 0.3, 0.7], [0.5, -1.6, -1.9], [-0.9, -0.2, 0.1], [-0.3, 0.1, -1.2], [-0.5, 0.0, -0.1], [0.0, -1.4, 0.4], [-0.4, 0.6, 0.7], [0.6, -0.7, -0.4], [0.0, 0.1, 0.1], [1.0, 0.8, 1.7], [-0.6, 0.6, -0.1], [-0.4, -0.5, -0.4], [-0.9, 0.1, -0.2], [-0.7, -0.1, 0.7], [-0.6, -1.1, 0.1], [0.5, -1.1, 0.7], [0.5, -0.2, 0.5], [-0.9, 0.3, 0.2], [0.5, -0.8, 0.9], [-0.1, 0.0, -0.1], [1.4, -0.5, 0.5], [-0.5, 0.1, 0.5], [0.0, -0.4, -0.9], [0.4, 0.0, 0.1], [0.3, 0.7, -0.3], [0.1, 0.7, -0.4], [-1.2, 1.1, 0.2], [0.0, 1.3, 0.2], [0.0, 0.0, 0.1], [0.2, -1.5, -2.0], [0.3, 0.5, -0.1], [-0.1, -0.5, -0.6], [-0.1, 0.9, 0.8], [-0.1, 0.2, 0.1], [-0.6, 0.4, -0.1], [-1.0, 0.3, 0.4], [0.4, 0.2, 0.3], [0.0, 0.4, 0.0], [0.1, -1.5, 0.1], [2.2, -0.7, 1.5], [0.4, -0.4, 0.1], [0.1, 1.0, 1.7], [0.0, 0.2, -0.5], [-0.4, 0.0, -1.6], [0.1, 0.2, -0.3]], "e_above_lowest_kcal_mol": 31.7, "orbital_gap_ha": 0.3351, "e_homo_ha": -0.3324, "smiles": "C[C@H](CO)NCCN.O.O.O.O.O.O.O.O.O"}

---

no.,strongest force on any atom (eV/Å)
1,3.476
2,0.596
3,5.139
4,2.755